Entry 1
Here is one molecule with the formula C5H12N2 from the OMol25 dataset. Energies are from wB97M-V/def2-TZVPD.

Geometry (Å):
H  -0.96542  2.84208  0.04114
N  -0.06239  2.94338  -0.42734
C  0.13098  1.89474  -1.15339
N  -0.66919  0.77492  -1.08179
C  -0.36139  -0.59210  -1.53248
C  0.48458  -1.31674  -0.44358
C  -0.11540  -1.19479  0.96477
C  0.42246  -0.10890  1.96224
H  1.13788  1.84542  -1.58160
H  -1.35125  0.99621  -0.36172
H  0.06047  -0.63349  -2.51760
H  -1.38135  -0.97727  -1.58962
H  0.64236  -2.33894  -0.75361
H  1.51829  -0.94826  -0.49861
H  -1.18920  -1.17673  1.08566
H  0.07881  -2.18963  1.38273
H  0.10946  -0.46709  2.93493
H  1.53297  -0.15289  1.98815
H  -0.02267  0.80008  1.58170

Computed properties:
spin multiplicity = 1
lowest unoccupied orbital energy = 0.03730 hartree
M = 100.2 g mol⁻¹
gap between HOMO and LUMO = 9.76 eV
SMILES string = [H]/N=C\NCCCC

Need the Löwdin charges? In units of e they are: atom 1 (H): 0.021, atom 2 (N): 0.041, atom 3 (C): -0.332, atom 4 (N): -0.037, atom 5 (C): -0.180, atom 6 (C): -0.191, atom 7 (C): -0.266, atom 8 (C): -0.085, atom 9 (H): 0.119, atom 10 (H): 0.117, atom 11 (H): 0.105, atom 12 (H): 0.112, atom 13 (H): 0.093, atom 14 (H): 0.110, atom 15 (H): 0.096, atom 16 (H): 0.094, atom 17 (H): 0.062, atom 18 (H): 0.082, atom 19 (H): 0.042

Entry 2
Here is one molecule with the formula C5H12N2 from the OMol25 dataset. Energies are from wB97M-V/def2-TZVPD.

Geometry (Å):
C  -2.35282  1.26442  0.00400
C  -1.43414  0.33188  0.24790
N  -1.56602  -0.51989  1.36431
C  -0.28577  0.05719  -0.68186
C  1.01305  -0.53813  -0.07442
C  1.90398  0.50757  0.59610
N  1.77978  -1.34080  -1.05135
H  -3.27989  1.33350  0.56489
H  -2.33289  1.96370  -0.82110
H  -2.52351  -0.67579  1.59603
H  -0.96118  -1.32371  1.33102
H  -0.61758  -0.56188  -1.51533
H  0.08307  0.98220  -1.14329
H  0.74696  -1.26186  0.70666
H  2.60465  -0.02968  1.23020
H  1.22920  1.14993  1.15931
H  2.45952  1.06707  -0.15819
H  2.39052  -0.71770  -1.58423
H  1.14308  -1.68801  -1.77064

Computed properties:
spin multiplicity = 1
lowest unoccupied orbital energy = 0.03695 hartree
M = 100.2 g mol⁻¹
gap between HOMO and LUMO = 9.23 eV
SMILES string = C=C(N)C[C@H](C)N

Need the Löwdin charges? In units of e they are: atom 1 (C): 0.011, atom 2 (C): -0.423, atom 3 (N): 0.092, atom 4 (C): -0.129, atom 5 (C): -0.468, atom 6 (C): -0.054, atom 7 (N): 0.022, atom 8 (H): 0.050, atom 9 (H): 0.050, atom 10 (H): 0.081, atom 11 (H): 0.064, atom 12 (H): 0.113, atom 13 (H): 0.122, atom 14 (H): 0.106, atom 15 (H): 0.078, atom 16 (H): 0.082, atom 17 (H): 0.077, atom 18 (H): 0.065, atom 19 (H): 0.061

Entry 3
Here is one molecule with the formula C5H12N2 from the OMol25 dataset. Energies are from wB97M-V/def2-TZVPD.

Geometry (Å):
H  0.53793  -2.40332  1.33521
N  -0.03345  -1.60195  1.05802
C  0.66173  -0.71056  0.41634
C  2.14995  -0.91123  0.21996
N  0.03857  0.42842  -0.01671
C  0.73114  1.69341  -0.15100
C  -1.52885  0.43252  0.23356
C  -2.19859  -0.32660  -0.89412
H  2.40301  -1.97387  0.25783
H  2.69168  -0.39625  1.01757
H  2.46950  -0.50914  -0.74447
H  1.48846  1.69830  -0.94055
H  0.10572  2.56151  -0.39327
H  1.27426  2.02862  0.74130
H  -1.84543  0.07315  1.21437
H  -1.82082  1.48525  0.19425
H  -1.94800  -1.39056  -0.87040
H  -3.28723  -0.23914  -0.80934
H  -1.88959  0.06145  -1.86854

Computed properties:
spin multiplicity = 1
lowest unoccupied orbital energy = 0.03566 hartree
M = 100.2 g mol⁻¹
gap between HOMO and LUMO = 9.37 eV
SMILES string = [H]/N=C(\C)N(C)CC

Need the Löwdin charges? In units of e they are: atom 1 (H): 0.038, atom 2 (N): 0.097, atom 3 (C): -0.478, atom 4 (C): -0.031, atom 5 (N): -0.114, atom 6 (C): -0.088, atom 7 (C): -0.184, atom 8 (C): -0.111, atom 9 (H): 0.075, atom 10 (H): 0.083, atom 11 (H): 0.072, atom 12 (H): 0.077, atom 13 (H): 0.083, atom 14 (H): 0.084, atom 15 (H): 0.096, atom 16 (H): 0.096, atom 17 (H): 0.063, atom 18 (H): 0.071, atom 19 (H): 0.071

Which is the most stable structure? entry 3 is the most stable.

Entry 1
Here is one molecule with the formula C5H12N2 from the OMol25 dataset. Energies are from wB97M-V/def2-TZVPD.

Geometry (Å):
C  -2.80258  0.17660  -0.37504
C  -1.31096  0.13251  -0.09119
N  -0.60748  1.30960  -0.39983
N  -0.72817  -0.97410  0.06769
C  0.95628  -0.85868  0.29811
C  1.82366  -0.59918  -0.91416
C  1.33028  -0.08629  1.54121
H  -3.23016  1.12386  -0.03370
H  -2.97449  0.09686  -1.45336
H  -3.29869  -0.65927  0.12137
H  0.19852  1.78527  -0.01783
H  -0.92746  1.80891  -1.22351
H  1.03725  -1.92073  0.53758
H  2.84053  -0.96011  -0.71850
H  1.44561  -1.13140  -1.79211
H  1.91617  0.46244  -1.15586
H  2.25264  -0.50706  1.96197
H  1.52452  0.96980  1.34149
H  0.55452  -0.16901  2.30565

Computed properties:
spin multiplicity = 1
lowest unoccupied orbital energy = 0.03598 hartree
M = 100.2 g mol⁻¹
gap between HOMO and LUMO = 9.72 eV
SMILES string = C/C(N)=N/C(C)C

Need the Löwdin charges? In units of e they are: atom 1 (C): -0.045, atom 2 (C): -0.510, atom 3 (N): 0.086, atom 4 (N): 0.120, atom 5 (C): -0.376, atom 6 (C): -0.096, atom 7 (C): -0.099, atom 8 (H): 0.070, atom 9 (H): 0.077, atom 10 (H): 0.073, atom 11 (H): 0.072, atom 12 (H): 0.089, atom 13 (H): 0.103, atom 14 (H): 0.078, atom 15 (H): 0.078, atom 16 (H): 0.060, atom 17 (H): 0.081, atom 18 (H): 0.060, atom 19 (H): 0.079

Entry 2
Here is one molecule with the formula C5H12N2 from the OMol25 dataset. Energies are from wB97M-V/def2-TZVPD.

Geometry (Å):
H  1.83920  -1.13502  1.95206
N  1.02387  -0.96088  1.37128
C  0.77864  0.27320  1.15185
C  -0.43972  0.69958  0.37108
C  -1.72540  0.41288  1.15246
C  -0.37096  -0.03573  -0.96477
C  1.25920  0.34022  -1.49437
N  -0.57824  -1.41686  -0.81786
H  1.32381  1.09947  1.62192
H  -0.36549  1.77324  0.17626
H  -1.84372  -0.66018  1.29634
H  -1.68669  0.89473  2.12917
H  -2.58635  0.78539  0.59591
H  -1.03155  0.40295  -1.71763
H  2.16602  0.16623  -0.91958
H  1.22462  1.37172  -1.84386
H  1.38717  -0.32169  -2.35050
H  0.02100  -1.75836  -0.03864
H  -0.39542  -1.93091  -1.67114

Computed properties:
spin multiplicity = 1
lowest unoccupied orbital energy = 0.03855 hartree
M = 100.2 g mol⁻¹
gap between HOMO and LUMO = 9.49 eV
SMILES string = [H]/N=C/[C@H](C)[C@@H](C)N

Need the Löwdin charges? In units of e they are: atom 1 (H): 0.064, atom 2 (N): 0.099, atom 3 (C): -0.213, atom 4 (C): -0.366, atom 5 (C): -0.065, atom 6 (C): -0.369, atom 7 (C): -0.044, atom 8 (N): 0.019, atom 9 (H): 0.122, atom 10 (H): 0.132, atom 11 (H): 0.072, atom 12 (H): 0.074, atom 13 (H): 0.079, atom 14 (H): 0.129, atom 15 (H): 0.045, atom 16 (H): 0.049, atom 17 (H): 0.043, atom 18 (H): 0.056, atom 19 (H): 0.075

Which is the most stable structure? entry 1 is the most stable.

Entry 1
Here is one molecule with the formula C5H12N2 from the OMol25 dataset. Energies are from wB97M-V/def2-TZVPD.

Geometry (Å):
C  -0.32016  3.09091  -0.55601
N  -0.35059  2.06375  0.19084
C  0.79722  1.11318  0.12347
C  0.59111  -0.18914  -0.55972
C  -0.30646  -1.01557  0.40093
C  -1.10990  -1.99628  -0.45341
N  0.36494  -1.71531  1.54122
H  0.65892  3.51796  -0.81472
H  -1.27085  3.57004  -0.74073
H  1.14928  0.99185  1.14804
H  1.48462  1.78160  -0.42966
H  1.52480  -0.73556  -0.69267
H  0.14504  -0.08788  -1.55006
H  -1.01396  -0.27504  0.77887
H  -0.45611  -2.54164  -1.09663
H  -1.78653  -1.38348  -1.02954
H  -1.72260  -2.63906  0.16315
H  1.00311  -2.44631  1.28526
H  0.61813  -1.10401  2.29138

Computed properties:
spin multiplicity = 1
lowest unoccupied orbital energy = 0.04342 hartree
M = 100.2 g mol⁻¹
gap between HOMO and LUMO = 9.98 eV
SMILES string = C=NCC[C@@H](C)N

Need the Löwdin charges? In units of e they are: atom 1 (C): -0.057, atom 2 (N): -0.037, atom 3 (C): -0.261, atom 4 (C): -0.176, atom 5 (C): -0.443, atom 6 (C): -0.076, atom 7 (N): 0.046, atom 8 (H): 0.073, atom 9 (H): 0.062, atom 10 (H): 0.109, atom 11 (H): 0.091, atom 12 (H): 0.116, atom 13 (H): 0.113, atom 14 (H): 0.118, atom 15 (H): 0.065, atom 16 (H): 0.073, atom 17 (H): 0.071, atom 18 (H): 0.062, atom 19 (H): 0.051

Entry 2
Here is C5H12N2 as an isolated structure from the OMol25 dataset. Energies are from wB97M-V/def2-TZVPD.

Geometry (Å):
C  -4.02782  -0.51222  0.40491
C  -2.80027  0.24030  0.31278
C  0.81256  0.26602  -0.19979
C  2.42377  0.11254  -0.29343
C  4.20333  -0.06863  0.44144
N  3.06881  -0.47169  1.01458
N  -2.36388  0.94030  -0.73866
H  -4.29365  -1.34532  1.08455
H  -2.97226  -1.01783  -0.05657
H  -4.96862  0.00878  0.10817
H  -2.17910  0.17605  1.29235
H  0.22476  -0.40817  -0.93127
H  0.35835  1.19575  -0.26495
H  2.56091  -0.76034  -1.03876
H  2.83821  1.01270  -0.77194
H  4.68915  0.90863  0.76113
H  4.74308  -0.60628  -0.36119
H  -2.81847  0.52509  -1.58895
H  0.50115  -0.19569  0.82560

Computed properties:
spin multiplicity = 1
lowest unoccupied orbital energy = 0.00774 hartree
M = 100.2 g mol⁻¹
gap between HOMO and LUMO = 7.78 eV

Need the Löwdin charges? In units of e they are: atom 1 (C): -0.059, atom 2 (C): -0.440, atom 3 (C): -0.094, atom 4 (C): -0.303, atom 5 (C): -0.115, atom 6 (N): -0.087, atom 7 (N): 0.026, atom 8 (H): 0.076, atom 9 (H): 0.152, atom 10 (H): 0.095, atom 11 (H): 0.140, atom 12 (H): 0.079, atom 13 (H): 0.005, atom 14 (H): 0.111, atom 15 (H): 0.090, atom 16 (H): 0.102, atom 17 (H): 0.085, atom 18 (H): 0.053, atom 19 (H): 0.084

Entry 3
Here is a 2-piece molecular cluster, C5H12N2 overall from the OMol25 dataset. Energies are from wB97M-V/def2-TZVPD.

Geometry (Å):
C  -0.70587  -0.19707  0.41804
C  1.64434  -1.63795  0.29349
C  -0.29055  0.49448  1.69076
N  0.26855  -1.35315  -0.09783
C  -0.17786  0.15175  -0.84379
N  -1.81470  1.71857  -0.52880
C  0.46854  0.62892  -1.88052
H  -0.25666  -2.18204  -0.35783
H  -1.72962  -0.55918  0.41112
H  -2.61906  1.65253  -1.15489
H  -1.59903  2.71372  -0.44795
H  1.67004  -2.29194  1.16899
H  2.16134  -2.12863  -0.53375
H  2.15394  -0.70758  0.53604
H  -1.02898  1.28207  1.83785
H  -0.29612  -0.21037  2.52621
H  0.69105  0.96068  1.61024
H  1.33594  0.12720  -2.29879
H  0.12469  1.53799  -2.34860

Computed properties:
spin multiplicity = 1
lowest unoccupied orbital energy = 0.02164 hartree
M = 100.2 g mol⁻¹
gap between HOMO and LUMO = 6.68 eV

Need the Löwdin charges? In units of e they are: atom 1 (C): -0.303, atom 2 (C): -0.076, atom 3 (C): -0.049, atom 4 (N): -0.052, atom 5 (C): -0.158, atom 6 (N): -0.150, atom 7 (C): 0.067, atom 8 (H): 0.138, atom 9 (H): 0.140, atom 10 (H): -0.089, atom 11 (H): -0.086, atom 12 (H): 0.083, atom 13 (H): 0.086, atom 14 (H): 0.087, atom 15 (H): 0.070, atom 16 (H): 0.082, atom 17 (H): 0.081, atom 18 (H): 0.066, atom 19 (H): 0.063

Which is the most stable structure? entry 1 is the most stable.